Record 1
Below is the ion C5H10N3OS with charge +1 in a non-equilibrium geometry, with properties calculated with wB97M-V/def2-TZVPD.

Gap between HOMO and LUMO ... 7.45 eV
LUMO ... -5.07 eV
Multiplicity ... 1
Charge ... +1

```
20
Properties=species:S:1:pos:R:3:forces:R:3:lowdin_charge:R:1
N -0.30495 0.35140 -0.40144 -3.4 -1.2 1.8 -0.333
H 1.16484 1.90531 -0.78335 -2.5 -0.8 -0.1 0.154
O 1.79139 -3.30303 1.61116 -0.2 -0.1 -0.1 0.146
H -1.87162 -0.01682 1.18205 1.5 -0.5 0.1 0.119
H -0.58852 2.49541 -0.86501 0.3 -1.6 0.3 0.140
H -0.15086 -1.91373 1.02050 -3.4 -0.7 1.4 0.137
N 2.43454 0.46010 1.25928 -0.8 1.7 -0.3 -0.381
C -1.31870 -0.12640 -1.36223 -0.7 -4.0 1.0 -0.017
H -2.00287 -0.94886 -1.08953 0.2 0.7 1.1 0.135
C 0.04762 1.58146 -1.05176 4.8 4.4 1.3 -0.064
H 0.12817 1.48188 -2.08453 -0.1 -0.6 -1.7 0.081
N 0.65203 -1.57177 0.63220 -0.4 -0.1 -0.5 0.055
C 0.82634 -0.58310 -0.16276 1.9 2.2 -3.0 -0.046
H -1.64833 1.60897 0.82670 1.5 -1.5 -0.2 0.146
S 3.09506 -0.79818 1.54411 0.7 -1.8 0.4 1.020
C -1.00559 0.63494 0.93246 -3.1 2.7 -1.4 0.021
C 1.71078 -2.19304 1.22010 2.8 -0.3 0.7 -0.558
H -1.81845 0.62318 -1.81821 -1.9 2.8 -0.5 0.079
H -0.91430 -0.58248 -2.19591 2.0 -0.9 -1.7 0.093
H -0.22658 0.89475 1.58617 0.7 -0.3 1.5 0.073
```
Positions in Å, forces in eV/Å.

Record 2
Below is a cluster of 2 separate species, C5H10N3S in total in a non-equilibrium geometry, with properties calculated with wB97M-V/def2-TZVPD.

Gap between HOMO and LUMO ... 7.07 eV
LUMO ... -6.43 eV
Multiplicity ... 1
Charge ... +1

```
19
Properties=species:S:1:pos:R:3:forces:R:3:lowdin_charge:R:1
H 3.29445 0.77076 1.08268 -1.9 0.0 -1.1 0.133
H -0.83436 -1.83203 1.33665 0.3 0.4 0.1 0.132
C -0.37000 -0.93896 0.91123 1.7 -1.4 0.5 -0.085
N 0.48201 0.99626 -0.88998 -0.4 0.9 -0.4 0.133
H 2.80830 1.99298 -0.04653 -0.5 -0.2 -0.2 0.090
C 0.96962 -0.82752 0.66072 -0.2 -2.7 -1.4 0.074
N -0.69333 0.94763 -0.50664 0.1 2.4 -1.2 -0.003
N -2.14428 -0.61274 -1.80424 0.0 0.1 0.2 0.043
H 2.01559 -0.25564 -0.91974 2.0 -1.1 -2.5 0.132
C 2.34417 1.19775 0.55262 2.9 2.7 3.5 -0.052
C 1.49895 0.27122 -0.21987 -2.1 -0.9 3.4 -0.404
H 1.62274 -1.79756 0.70703 -1.0 2.2 0.7 0.184
H -2.17519 -1.63738 -1.72175 -1.2 0.9 -0.5 0.064
S -2.67419 0.60037 1.20837 2.0 -1.5 0.3 0.970
C -1.11988 0.14352 0.49539 -2.9 0.2 1.6 -0.623
H -1.33367 -0.40304 -2.35527 0.2 0.2 -0.4 0.025
H -2.57370 -0.39818 2.19751 -0.2 1.1 -1.0 -0.036
H -2.92481 0.01200 -2.12470 0.7 -1.8 0.4 0.086
H 1.80757 1.77058 1.43653 0.6 -1.3 -1.9 0.137
```
Positions in Å, forces in eV/Å.

Record 3
Below is the ion C5H10NO with charge -1 in a non-equilibrium geometry, with properties calculated with wB97M-V/def2-TZVPD.

Gap between HOMO and LUMO ... 6.64 eV
LUMO ... 3.98 eV
Multiplicity ... 1
Charge ... -1

```
17
Properties=species:S:1:pos:R:3:forces:R:3:lowdin_charge:R:1
H -1.28594 -0.24194 0.60613 0.4 0.1 1.4 0.104
H -1.59286 0.59509 -1.85532 0.5 0.0 1.0 0.049
H -1.36841 -2.06255 -0.35627 -1.2 -3.4 2.8 0.021
H -1.80131 1.58855 -0.54021 0.4 -0.5 0.0 0.041
C 1.34626 0.98512 0.85685 0.4 -4.6 4.8 -0.164
C -1.12805 -1.49066 -1.13666 3.8 4.3 -4.5 -0.447
C -0.61704 -0.12661 -0.22100 -1.7 -0.1 -2.7 -0.378
N -1.09134 1.02775 -1.01862 0.0 0.2 -0.4 -0.024
H 1.98866 -0.31393 2.44450 -0.5 1.2 -0.1 0.040
H 1.08057 1.90762 0.58477 -1.1 3.6 -1.1 0.028
H 1.39873 1.38288 3.02753 0.8 0.4 -0.3 0.018
C 1.69220 0.74509 2.19516 -0.8 -1.1 -2.8 -0.039
C 0.88053 -0.14111 -0.06835 2.0 0.8 0.6 -0.230
H 1.28714 -1.11378 0.34290 -0.5 0.8 -0.7 0.115
H -0.13668 -1.72317 -1.72953 -0.6 -0.7 1.6 0.098
O -1.98618 -1.17510 -2.08736 -1.4 -0.1 0.3 -0.342
H 1.33370 0.15676 -1.04450 -0.5 -1.0 0.2 0.110
```
Positions in Å, forces in eV/Å.

Record 4
Below is the ion C5H10NO with charge +1 in a non-equilibrium geometry, with properties calculated with wB97M-V/def2-TZVPD.

Gap between HOMO and LUMO ... 11.82 eV
LUMO ... -3.91 eV
Multiplicity ... 1
Charge ... +1

```
17
Properties=species:S:1:pos:R:3:forces:R:3:lowdin_charge:R:1
H -1.45003 2.97293 -0.76584 0.5 -1.3 0.3 0.134
C 2.12826 -0.75353 0.17791 -1.5 -3.0 -0.9 0.067
C 0.05250 -0.01410 -0.66261 0.6 -0.6 1.9 -0.187
H 2.35668 -1.79385 -0.05611 0.7 -0.2 0.5 0.107
O 0.40717 0.97135 -1.46005 2.8 -0.8 0.6 0.180
N 0.61161 -0.85761 0.17757 0.0 3.9 -3.2 -0.074
H -1.18875 1.97368 0.65246 0.5 0.0 1.6 0.069
C -0.17582 -1.58139 1.17078 -0.7 -1.6 -1.4 0.025
H -2.62392 1.97967 -0.29196 -3.7 -0.9 0.3 0.043
C -0.97477 0.82905 -1.16493 -3.5 0.2 -0.6 -0.138
C -1.62084 1.94975 -0.29630 3.4 0.9 -3.1 0.038
H 2.43889 -0.52811 1.16575 0.6 0.7 0.6 0.099
H -1.07347 -2.11761 0.65252 1.8 0.8 1.0 0.154
H -0.53176 -0.90060 1.90658 -0.3 0.5 0.7 0.091
H -1.43005 0.40802 -2.09469 -0.5 0.7 1.1 0.178
H 2.52033 -0.26833 -0.71117 -0.3 0.9 0.5 0.111
H 0.55397 -2.26930 1.60007 -0.6 -0.3 0.2 0.105
```
Positions in Å, forces in eV/Å.

Record 5
Below is the ion C5H10NO with charge +1 in a non-equilibrium geometry, with properties calculated with wB97M-V/def2-TZVPD.

Gap between HOMO and LUMO ... 11.18 eV
LUMO ... -4.02 eV
Multiplicity ... 1
Charge ... +1

```
17
Properties=species:S:1:pos:R:3:forces:R:3:lowdin_charge:R:1
O 1.04769 0.78651 1.07196 0.0 -3.9 2.5 0.073
C 0.01010 -2.44231 -0.07602 -3.7 -0.2 -1.7 0.022
H 1.35392 -1.23307 1.77135 0.5 0.0 1.2 0.176
H -0.32457 3.05838 0.99478 -1.1 -1.3 -2.1 0.136
H 1.30145 1.70202 -0.57911 0.1 0.5 -0.9 0.148
H 0.16537 -0.17204 -1.88745 0.7 0.1 0.0 0.149
C 0.45324 1.26596 -0.09085 -2.1 1.7 -2.8 -0.296
H 0.05330 -2.90059 0.88569 0.6 -0.7 0.4 0.094
N 0.32612 -1.03689 0.05819 0.2 -0.9 -1.2 -0.086
C -0.71372 2.33677 0.13004 2.2 0.4 1.3 0.003
H -1.13547 -2.45525 -0.31014 1.8 0.0 0.5 0.147
H 0.39977 -2.99200 -0.96094 0.6 0.7 0.9 0.126
C -0.11207 0.01690 -0.85711 0.0 0.3 0.7 -0.009
H -0.99475 2.88321 -0.81598 0.7 -0.6 1.1 0.107
H -1.57368 1.76847 0.46232 -0.3 0.2 0.3 0.065
C 0.93141 -0.57483 1.06488 0.4 3.5 -0.3 0.018
H -1.18809 -0.01124 -0.86162 -0.6 0.2 0.1 0.128
```
Positions in Å, forces in eV/Å.

Record 6
Below is the ion C5H10NO with charge +1 in a non-equilibrium geometry, with properties calculated with wB97M-V/def2-TZVPD.

Gap between HOMO and LUMO ... 11.32 eV
LUMO ... -4.56 eV
Multiplicity ... 1
Charge ... +1

```
17
Properties=species:S:1:pos:R:3:forces:R:3:lowdin_charge:R:1
H 2.15647 -0.35216 0.24555 0.8 0.1 0.2 0.120
O -0.67284 -1.63948 1.21437 0.2 1.0 -1.7 0.072
H -0.59489 1.56132 -1.71100 1.0 -0.9 1.0 0.191
H -1.94863 2.08150 0.06600 -0.1 0.9 -0.6 0.102
C 0.13506 -0.59618 0.78966 2.1 2.6 5.7 -0.341
C -1.54276 1.39678 0.76438 1.3 0.0 0.3 0.048
N -0.50882 0.61423 0.15426 0.2 -0.7 -1.7 -0.057
C -0.10888 0.77908 -1.04364 -1.7 0.3 -1.2 -0.006
C 0.78597 -0.27784 -1.48079 4.1 -0.7 -1.3 -0.085
H -1.07615 1.84548 1.62487 -0.5 0.3 0.6 0.121
H 0.29838 -1.09765 -2.10811 0.5 1.5 0.4 0.156
H -0.70690 -2.18567 0.41558 -0.6 -0.7 0.4 0.121
H 0.56456 -0.03796 1.82151 -1.2 -1.8 -2.3 0.222
H 1.73104 0.23796 -2.07936 -2.5 -1.6 1.2 0.192
H 1.47949 -1.91721 -0.12672 0.7 -2.7 -0.2 0.096
C 1.31570 -0.91249 -0.08902 -2.4 3.3 -2.0 -0.051
H -2.27103 0.68335 0.95241 -1.7 -1.0 1.2 0.096
```
Positions in Å, forces in eV/Å.